(1)
Molecular formula: C31H33CaClN2O2Si2
Method: DFT, ωB97M-V/def2-TZVPD

Geometry as XYZ:
```
72
Properties=species:S:1:pos:R:3:lowdin_charge:R:1
C 4.08 0.99 1.59 -0.239
C 4.02 0.14 0.45 -0.221
C 3.82 0.97 -0.68 -0.216
H 4.23 -0.93 0.45 0.084
C 3.77 2.32 -0.25 -0.190
C 3.92 2.33 1.16 -0.192
H 4.01 3.22 1.78 0.088
H 4.40 0.68 2.59 0.091
H 3.81 0.63 -1.72 0.082
H 3.71 3.19 -0.89 0.084
Ca 1.29 1.02 0.74 1.298
Si -2.53 -1.48 2.79 0.289
C -1.47 -2.73 1.91 -0.377
C -1.87 -4.06 1.99 -0.113
H -2.76 -4.31 2.57 0.097
C -1.12 -5.05 1.34 -0.072
H -1.43 -6.09 1.42 0.103
C 0.02 -4.69 0.61 -0.080
H 0.60 -5.47 0.11 0.108
C 0.42 -3.36 0.53 -0.089
H 1.32 -3.09 -0.03 0.112
C -0.36 -2.38 1.14 -0.168
H -0.14 -1.32 0.96 0.034
C 0.06 1.31 -1.34 -0.520
C 0.92 0.73 -2.29 -0.113
H 0.94 -0.36 -2.41 0.092
C 1.63 1.57 -3.14 -0.070
H 2.19 1.15 -3.98 0.115
C 1.62 2.95 -2.92 -0.084
H 2.14 3.61 -3.62 0.111
C 0.99 3.51 -1.81 -0.082
H 1.06 4.58 -1.59 0.121
C 0.22 2.69 -0.98 -0.214
H -0.37 3.11 -0.16 0.099
H -2.62 -0.39 1.78 -0.083
Si -1.48 0.53 -0.76 0.696
C -2.56 1.39 -2.08 -0.282
C -2.94 0.71 -3.25 -0.086
H -2.98 -0.38 -3.28 0.094
C -3.27 1.43 -4.41 -0.095
H -3.49 0.89 -5.33 0.096
C -3.31 2.82 -4.39 -0.108
H -3.53 3.39 -5.30 0.098
C -3.10 3.49 -3.17 -0.098
H -3.20 4.57 -3.12 0.095
C -2.78 2.77 -2.02 -0.123
H -2.67 3.30 -1.07 0.093
C -2.05 -1.28 -1.16 -0.338
C -1.33 -2.12 -2.01 -0.124
H -0.40 -1.78 -2.46 0.078
C -1.80 -3.41 -2.31 -0.090
H -1.21 -4.05 -2.96 0.101
C -3.00 -3.87 -1.75 -0.099
H -3.34 -4.89 -1.95 0.098
C -3.75 -3.02 -0.94 -0.095
H -4.68 -3.38 -0.48 0.105
C -3.31 -1.72 -0.68 -0.137
H -3.93 -1.05 -0.09 0.092
H -3.71 -2.07 3.28 -0.056
Cl -1.43 -0.60 4.30 0.254
C 3.01 2.97 5.27 -0.007
O 2.85 1.54 5.05 -0.020
C 2.27 1.18 3.90 -0.575
O 1.69 1.91 3.08 -0.034
N 2.47 -0.16 3.68 0.018
N 1.70 -0.71 2.58 -0.014
H 3.40 3.05 6.28 0.096
H 2.04 3.47 5.18 0.098
H 3.73 3.37 4.54 0.098
H 2.60 -0.73 4.51 0.162
H 0.82 -1.08 2.96 0.025
H 2.20 -1.54 2.27 0.100
```

Output
Energy above the lowest of the compared OMol25 structures with the same formula, charge and spin (kcal/mol): 1.4
E_LUMO (eV): 0.195



(2)
Molecular formula: C4H12OS2
Method: DFT, ωB97M-V/def2-TZVPD

Geometry as XYZ:
```
19
Properties=species:S:1:pos:R:3:lowdin_charge:R:1
C 1.62 -1.68 -0.44 -0.148
C 0.27 -1.64 -0.84 -0.433
C -0.20 -0.70 -1.98 -0.434
S -0.43 1.00 -1.21 0.420
S -0.06 2.62 0.03 0.379
C -1.40 2.76 1.16 -0.560
H 1.91 -0.65 -0.12 0.091
H 2.31 -2.04 -1.15 0.065
H 1.67 -2.42 0.37 0.097
H -0.33 -1.46 0.01 0.059
H -0.07 -2.61 -1.18 0.108
H -1.21 -1.00 -2.28 0.063
H 0.56 -0.78 -2.89 0.126
H -1.21 3.67 1.85 0.061
H -1.65 1.73 1.62 0.035
H -2.41 2.81 0.46 0.077
O 0.52 -0.03 2.04 -0.118
H -0.42 -0.30 1.88 0.049
H 0.53 0.72 2.69 0.060
```

Output
SMILES: CCCSSC.O
Energy above the lowest of the compared OMol25 structures with the same formula, charge and spin (kcal/mol): 87.7
E_LUMO (eV): -0.876



(3)
Molecular formula: C14H15N3O2S3
Method: DFT, ωB97M-V/def2-TZVPD

Geometry as XYZ:
```
37
Properties=species:S:1:pos:R:3:lowdin_charge:R:1
C 2.69 4.74 -1.88 -0.070
C 1.46 4.08 -2.53 -0.183
O 0.55 3.67 -1.49 0.026
C 0.70 2.58 -0.96 -0.446
C -0.18 2.30 -0.13 -0.080
C -0.23 1.30 0.71 -0.465
C 0.67 0.41 0.45 -0.261
C 1.89 0.49 -0.48 0.107
C 1.81 1.70 -1.21 0.038
H 2.41 1.80 -2.00 0.060
H 2.61 -0.12 -0.49 0.031
N 0.94 -0.76 1.37 0.095
C -0.18 -0.87 1.97 -0.600
N -0.56 -1.71 3.18 0.066
C -0.21 -3.12 3.06 -0.484
O -0.92 -3.64 3.97 -0.005
C 0.45 -3.67 1.91 -0.529
H 0.91 -2.80 1.37 0.084
H 1.42 -4.35 2.59 0.230
S -0.45 -4.72 1.06 1.000
C -1.40 -3.72 0.19 -0.766
N -1.67 -2.32 0.60 -0.081
C -2.59 -1.76 -0.16 -0.330
H -3.36 -1.14 0.49 0.146
H -1.78 -1.13 -0.80 0.157
C -3.39 -2.86 -1.13 -0.585
H -3.42 -2.53 -2.39 0.154
H -4.33 -2.91 -0.70 0.021
S -2.65 -4.30 -1.03 0.886
H -1.33 -1.43 3.76 0.108
S -1.12 0.68 2.17 1.026
H -0.89 3.12 0.18 0.175
H 1.72 3.39 -3.21 0.058
H 0.99 5.01 -3.25 0.186
H 3.44 5.13 -2.76 0.133
H 3.31 3.99 -1.13 0.134
H 2.68 5.49 -1.29 -0.038
```

Output
E_LUMO (eV): 0.252



(4)
Molecular formula: C57H56FN4P2STl
Method: DFT, ωB97M-V/def2-TZVPD

Geometry as XYZ:
```
122
Properties=species:S:1:pos:R:3:lowdin_charge:R:1
Tl -0.56 0.15 -1.27 0.818
C -3.35 -2.28 -3.89 -0.033
C -2.13 -2.57 -3.01 -0.391
C -1.14 -3.46 -3.77 -0.068
C -2.55 -3.13 -1.66 -0.128
C -2.45 -4.48 -1.39 -0.021
C -2.94 -5.02 -0.21 -0.039
C -3.54 -4.19 0.73 -0.029
C -3.67 -2.82 0.52 -0.113
C -4.24 -1.99 1.67 -0.359
C -3.43 -2.19 2.95 -0.058
C -5.71 -2.35 1.95 -0.044
C -3.17 -2.28 -0.70 -0.187
N -3.13 -0.93 -0.99 0.085
C -4.23 -0.12 -0.85 -0.241
C -5.56 -0.58 -0.97 -0.006
C -6.62 0.30 -0.93 -0.050
C -6.41 1.66 -0.76 -0.042
C -5.11 2.15 -0.65 0.004
C -4.06 1.26 -0.72 -0.207
F -2.79 1.76 -0.65 -0.049
H -3.04 -1.94 -4.88 0.086
H -3.99 -1.51 -3.45 0.069
H -3.95 -3.19 -4.02 0.097
H -1.63 -1.62 -2.84 0.034
H -1.63 -4.37 -4.13 0.087
H -0.29 -3.76 -3.16 0.087
H -0.77 -2.93 -4.64 0.078
H -2.00 -5.15 -2.12 0.111
H -2.87 -6.08 -0.02 0.115
H -3.90 -4.62 1.65 0.117
H -4.19 -0.94 1.41 0.116
H -3.59 -3.18 3.38 0.084
H -3.74 -1.46 3.70 0.076
H -2.36 -2.07 2.78 0.067
H -5.80 -3.42 2.18 0.084
H -6.36 -2.13 1.11 0.067
H -6.07 -1.79 2.82 0.089
H -5.71 -1.64 -1.14 0.130
H -7.63 -0.08 -1.04 0.119
H -7.24 2.35 -0.72 0.118
H -4.90 3.21 -0.53 0.127
C 3.28 0.37 1.07 -0.288
N 2.98 1.20 2.24 -0.067
C 1.79 2.03 2.26 -0.260
P 0.18 1.03 1.92 1.038
C -0.94 1.91 3.04 -0.395
C -1.89 1.22 3.80 -0.092
C -2.82 1.91 4.55 -0.059
C -2.83 3.30 4.56 -0.063
C -1.90 4.00 3.80 -0.068
C -0.97 3.31 3.04 -0.103
C 0.58 -0.52 2.80 -0.406
C 0.87 -0.55 4.17 -0.090
C 1.21 -1.75 4.78 -0.057
C 1.26 -2.93 4.03 -0.056
C 0.98 -2.90 2.68 -0.062
C 0.63 -1.70 2.07 -0.133
C 3.72 1.03 3.38 -0.199
C 4.46 -0.16 3.57 0.018
C 5.19 -0.32 4.72 -0.030
C 5.23 0.70 5.68 -0.010
C 4.53 1.89 5.49 -0.032
C 3.77 2.06 4.35 0.022
P 2.69 1.05 -0.58 1.014
C 3.73 0.01 -1.65 -0.399
C 3.83 -1.37 -1.43 -0.101
C 4.53 -2.17 -2.33 -0.066
C 5.12 -1.61 -3.45 -0.073
C 5.00 -0.24 -3.68 -0.066
C 4.31 0.56 -2.79 -0.090
C 3.53 2.67 -0.61 -0.417
C 4.88 2.83 -0.29 -0.085
C 5.46 4.09 -0.33 -0.058
C 4.71 5.20 -0.72 -0.059
C 3.37 5.04 -1.05 -0.064
C 2.78 3.78 -0.99 -0.111
H 2.78 -0.59 1.20 0.075
H 4.35 0.20 1.04 0.099
H 1.85 2.80 1.49 0.080
H 1.68 2.49 3.23 0.077
H -1.89 0.14 3.80 0.085
H -3.55 1.37 5.14 0.113
H -3.55 3.84 5.16 0.114
H -1.90 5.08 3.80 0.113
H -0.27 3.87 2.43 0.103
H 0.81 0.35 4.76 0.118
H 1.42 -1.78 5.84 0.115
H 1.51 -3.86 4.52 0.115
H 1.00 -3.82 2.10 0.114
H 0.40 -1.69 1.01 0.061
H 4.40 -0.97 2.86 0.122
H 5.73 -1.24 4.89 0.124
H 5.83 0.57 6.58 0.125
H 4.59 2.68 6.22 0.124
H 3.27 3.00 4.18 0.122
H 3.36 -1.84 -0.58 0.098
H 4.61 -3.24 -2.15 0.112
H 5.67 -2.23 -4.14 0.115
H 5.45 0.20 -4.56 0.118
H 4.22 1.62 -2.99 0.113
H 5.49 1.97 -0.02 0.111
H 6.51 4.21 -0.09 0.114
H 5.17 6.17 -0.76 0.115
H 2.79 5.90 -1.36 0.112
H 1.74 3.66 -1.26 0.099
N -2.30 2.92 -3.58 0.119
C -1.37 2.18 -4.24 -0.687
N -0.55 1.35 -3.66 -0.024
C 0.23 0.68 -4.61 -0.328
C 1.22 -0.26 -4.34 -0.051
C 1.90 -0.84 -5.40 -0.073
C 1.62 -0.49 -6.72 -0.068
C 0.64 0.45 -7.00 -0.070
C -0.04 1.03 -5.94 -0.463
S -1.29 2.24 -5.98 1.123
H -2.23 2.98 -2.58 0.083
H -2.80 3.64 -4.06 0.104
H 1.47 -0.52 -3.32 0.062
H 2.67 -1.57 -5.19 0.102
H 2.16 -0.95 -7.53 0.112
H 0.42 0.74 -8.03 0.118
```

Output
Energy above the lowest of the compared OMol25 structures with the same formula, charge and spin (kcal/mol): 0.0
E_LUMO (spin up / spin down) (eV): -7.681 / -5.876
Net charge: +2



(5)
Molecular formula: C45H40F5N6O3
Method: DFT, ωB97M-V/def2-TZVPD

Geometry as XYZ:
```
99
Properties=species:S:1:pos:R:3:lowdin_charge:R:1
C -4.67 2.44 5.34 -0.002
N -3.69 1.57 4.71 -0.040
C -3.66 0.23 4.97 -0.361
O -4.42 -0.36 5.73 0.088
C -2.50 -0.36 4.14 -0.168
C -3.00 -1.44 3.19 -0.052
C -3.78 -2.52 3.87 -0.086
C -5.16 -2.62 3.71 -0.140
F -5.81 -1.72 2.93 0.092
C -5.93 -3.57 4.39 -0.113
F -7.26 -3.62 4.23 0.117
C -5.30 -4.49 5.23 -0.110
F -6.02 -5.42 5.89 0.126
C -3.91 -4.43 5.39 -0.113
F -3.30 -5.33 6.18 0.114
C -3.18 -3.45 4.73 -0.129
F -1.84 -3.37 4.95 0.090
N -1.90 0.81 3.50 0.020
C -0.79 0.60 2.70 -0.064
C -0.07 1.43 1.89 -0.077
C 1.37 1.18 1.40 -0.114
C 2.15 2.50 1.24 -0.193
C 3.57 2.50 1.20 -0.068
C 4.24 3.61 0.70 -0.078
C 3.58 4.85 0.57 -0.063
C 2.20 4.89 0.76 -0.068
C 1.48 3.70 0.94 -0.038
C -2.61 2.09 3.87 -0.442
C -3.24 2.85 2.69 -0.003
C -1.76 3.06 4.71 0.004
H -5.43 1.84 5.85 0.102
H -4.19 3.10 6.08 0.097
H -5.15 3.06 4.58 0.089
H -1.79 -0.83 4.86 0.169
H -3.65 -0.99 2.43 0.136
H -2.13 -1.88 2.69 0.120
H -0.44 -0.46 2.76 0.145
H -0.51 2.40 1.64 0.069
H 1.90 0.49 2.18 0.182
H 4.17 1.61 1.47 0.126
H 5.27 3.52 0.34 0.111
H 4.11 5.72 0.20 0.110
H 1.65 5.82 0.66 0.108
H 0.38 3.74 0.80 0.104
H -4.00 2.25 2.18 0.098
H -3.75 3.74 3.09 0.082
H -2.49 3.20 1.97 0.073
H -1.70 2.71 5.75 0.100
H -0.76 3.15 4.28 0.083
H -2.25 4.04 4.72 0.089
O 4.82 2.01 -1.93 0.098
C 4.98 1.12 -2.75 -0.346
C 6.13 1.15 -3.75 -0.181
C 7.30 0.43 -3.51 -0.037
C 8.33 0.44 -4.45 -0.065
C 8.20 1.20 -5.62 -0.070
C 7.07 2.02 -5.80 -0.066
C 6.03 1.99 -4.86 -0.031
N 4.11 0.02 -2.87 0.047
C 4.14 -0.68 -4.16 -0.106
C 3.21 -1.87 -4.19 -0.131
N 1.90 -1.44 -3.79 -0.068
C 0.86 -2.31 -4.21 -0.136
C -0.49 -1.70 -3.89 -0.089
N -0.56 -1.22 -2.50 0.032
C -1.47 -1.82 -1.61 -0.352
O -1.25 -1.95 -0.41 0.087
C -2.73 -2.30 -2.29 -0.181
C -3.07 -3.65 -2.20 -0.026
C -4.14 -4.15 -2.94 -0.061
C -4.89 -3.29 -3.76 -0.068
C -4.61 -1.92 -3.78 -0.064
C -3.53 -1.42 -3.04 -0.037
C 0.55 -0.51 -1.98 -0.072
C 0.48 0.19 -0.76 0.042
N 1.57 0.62 -0.10 0.046
C 2.76 0.50 -0.79 0.064
C 2.89 0.01 -2.11 -0.049
C 1.77 -0.63 -2.68 -0.039
H 7.40 -0.14 -2.58 0.125
H 9.23 -0.15 -4.28 0.111
H 8.96 1.14 -6.41 0.110
H 7.00 2.67 -6.68 0.113
H 5.15 2.62 -4.99 0.125
H 3.88 0.02 -4.97 0.144
H 5.17 -1.04 -4.34 0.137
H 3.16 -2.25 -5.22 0.139
H 3.61 -2.70 -3.58 0.152
H 0.94 -2.49 -5.29 0.137
H 0.93 -3.32 -3.76 0.148
H -0.75 -0.88 -4.59 0.146
H -1.23 -2.50 -4.02 0.127
H -2.47 -4.31 -1.58 0.123
H -4.39 -5.22 -2.89 0.112
H -5.69 -3.70 -4.40 0.114
H -5.23 -1.25 -4.39 0.113
H -3.31 -0.35 -3.05 0.120
H -0.46 0.37 -0.26 0.129
H 3.68 0.76 -0.28 0.112
```

Output
E_LUMO (eV): -2.575
Net charge: +1



(6)
Molecular formula: C23H27N3O6S
Method: DFT, ωB97M-V/def2-TZVPD

Geometry as XYZ:
```
60
Properties=species:S:1:pos:R:3:lowdin_charge:R:1
C 4.72 -7.12 0.30 -0.091
O 3.55 -6.44 0.68 -0.083
C 3.17 -5.35 -0.04 -0.275
C 3.85 -4.84 -1.13 -0.034
C 3.36 -3.71 -1.77 -0.071
C 2.20 -3.09 -1.35 -0.021
C 1.52 -3.60 -0.26 -0.207
N 0.34 -3.04 0.24 0.150
C -0.33 -1.95 -0.19 -0.432
O -0.04 -1.24 -1.13 0.073
C -1.56 -1.65 0.69 -0.022
N -1.19 -1.19 2.01 0.039
C -1.03 -2.10 3.00 -0.396
O -1.09 -3.30 2.81 0.068
C -0.73 -1.51 4.37 -0.055
O -1.26 -0.23 4.59 0.002
C -1.07 0.65 3.56 -0.193
C -1.00 2.01 3.83 0.026
C -0.79 2.90 2.79 -0.040
C -0.63 2.42 1.50 -0.253
S -0.24 3.54 0.15 0.670
O 1.13 3.32 -0.21 -0.263
O -0.63 4.86 0.55 -0.287
N -1.21 2.93 -1.05 -0.258
C -2.61 3.24 -0.92 -0.205
C -3.19 4.12 -2.02 -0.170
C -2.26 5.28 -2.41 -0.193
C -1.27 4.90 -3.50 -0.203
C -0.14 3.99 -3.02 -0.178
C -0.61 2.70 -2.34 -0.186
C -0.73 1.08 1.22 0.026
C -0.98 0.18 2.25 -0.101
C 2.00 -4.73 0.40 0.057
H 5.60 -6.48 0.37 0.095
H 4.64 -7.52 -0.72 0.095
H 4.83 -7.95 1.00 0.092
H 4.76 -5.29 -1.49 0.100
H 3.89 -3.32 -2.63 0.107
H 1.83 -2.21 -1.86 0.097
H -0.05 -3.52 1.05 0.116
H -2.14 -2.57 0.82 0.139
H -2.17 -0.89 0.20 0.137
H 0.37 -1.49 4.49 0.152
H -1.15 -2.17 5.14 0.145
H -1.10 2.34 4.85 0.125
H -0.73 3.96 2.96 0.117
H -3.18 2.30 -0.87 0.122
H -2.71 3.74 0.05 0.115
H -4.14 4.51 -1.66 0.111
H -3.39 3.52 -2.91 0.107
H -1.72 5.62 -1.52 0.101
H -2.87 6.11 -2.77 0.109
H -0.82 5.81 -3.91 0.109
H -1.81 4.40 -4.32 0.110
H 0.48 4.52 -2.30 0.103
H 0.49 3.72 -3.87 0.115
H 0.25 2.05 -2.18 0.117
H -1.34 2.17 -2.96 0.134
H -0.60 0.75 0.20 0.108
H 1.48 -5.14 1.25 0.127
```

Output
SMILES: COc1cccc(NC(=O)CN2C(=O)COc3ccc(S(=O)(=O)N4CCCCCC4)cc32)c1
Energy above the lowest of the compared OMol25 structures with the same formula, charge and spin (kcal/mol): 31.9
E_LUMO (eV): 0.530



(7)
Molecular formula: C23H46FN3O11P
Method: DFT, ωB97M-V/def2-TZVPD

Geometry as XYZ:
```
85
Properties=species:S:1:pos:R:3:lowdin_charge:R:1
C 0.72 0.30 5.16 0.028
C -0.58 -0.07 4.50 -0.301
F -1.17 1.11 4.08 0.003
C -0.47 -1.01 3.32 -0.228
C 0.73 -2.00 3.38 -0.114
O 1.87 -1.36 2.85 -0.097
C 3.08 -1.54 3.57 -0.225
O 3.63 -0.32 3.91 -0.088
C 4.16 0.37 2.78 -0.166
C 3.54 1.75 2.65 -0.226
O 3.72 2.50 3.83 -0.038
C -0.21 -0.23 1.99 0.020
C -1.56 0.15 1.49 -0.112
C -1.73 1.30 0.58 0.016
C -1.01 2.57 1.07 -0.471
O -0.08 2.94 0.42 0.124
N -1.38 3.20 2.26 -0.101
C -0.83 4.59 2.21 -0.041
C -2.85 3.31 2.43 -0.036
N -2.42 -0.67 1.94 0.040
N -3.77 -0.62 1.56 0.204
C -3.96 -1.07 0.42 -0.181
O -4.06 -1.48 -0.66 0.270
C -1.80 -1.65 2.91 -0.365
O -1.72 -2.87 2.25 0.057
P -3.11 -1.97 4.22 0.491
O -4.09 -2.93 3.76 -0.205
O -2.42 -2.50 5.56 -0.082
O -3.83 -0.59 4.60 -0.088
H 0.46 0.91 6.02 0.106
H 1.35 0.90 4.52 0.073
H 1.25 -0.55 5.56 0.097
H -1.23 -0.46 5.28 0.125
H 0.84 -2.31 4.42 0.136
H 0.51 -2.87 2.77 0.140
H 3.78 -2.03 2.90 0.141
H 2.98 -2.18 4.44 0.143
H 5.22 0.50 2.93 0.136
H 3.98 -0.17 1.85 0.129
H 2.48 1.69 2.41 0.102
H 4.05 2.29 1.86 0.129
H 3.01 2.29 4.43 0.065
H 0.48 0.60 2.09 0.131
H 0.17 -0.85 1.17 0.175
H -2.78 1.54 0.40 0.114
H -1.31 1.04 -0.39 0.156
H 0.23 4.60 2.36 0.092
H -1.27 5.16 3.01 0.091
H -1.12 5.09 1.29 0.103
H -3.43 2.74 1.71 0.074
H -3.21 4.33 2.41 0.092
H -3.11 2.92 3.41 0.082
H -2.56 -3.06 1.83 0.113
H -2.74 -2.00 6.33 0.103
H -3.25 0.18 4.47 0.067
C -3.80 -1.04 -3.68 -0.085
C -2.79 0.10 -3.80 -0.283
O -1.50 -0.32 -4.19 -0.167
C -1.39 -0.96 -5.45 -0.271
C -1.84 -0.10 -6.62 -0.070
H -3.43 -1.80 -3.00 0.061
H -4.75 -0.65 -3.31 0.078
H -3.98 -1.52 -4.64 0.075
H -2.67 0.57 -2.82 0.100
H -3.16 0.88 -4.48 0.112
H -1.93 -1.91 -5.45 0.113
H -0.34 -1.20 -5.57 0.095
H -2.90 0.15 -6.57 0.068
H -1.66 -0.62 -7.56 0.082
H -1.28 0.84 -6.64 0.085
C 2.31 -1.47 -4.44 -0.079
C 3.30 -0.32 -4.54 -0.281
O 4.60 -0.72 -4.90 -0.158
C 4.73 -1.37 -6.16 -0.279
C 4.29 -0.52 -7.33 -0.078
H 2.66 -2.23 -3.74 0.083
H 1.34 -1.11 -4.09 0.059
H 2.15 -1.96 -5.40 0.067
H 3.39 0.15 -3.56 0.116
H 2.93 0.45 -5.22 0.108
H 4.20 -2.33 -6.15 0.107
H 5.79 -1.60 -6.26 0.119
H 3.23 -0.28 -7.29 0.063
H 4.48 -1.04 -8.27 0.078
H 4.84 0.43 -7.35 0.083
```

Output
Energy above the lowest of the compared OMol25 structures with the same formula, charge and spin (kcal/mol): 30.1
E_LUMO (eV): -4.059
Net charge: +1